No. 1
Computed, not measured: a molecular structure, C31H37AsGaP2S4Sb, with ωB97M-V with the def2-TZVPD basis set.

The geometry in XYZ format:
```
77
Properties=species:S:1:pos:R:3:mulliken_charge:R:1
Ga 1.621 -0.557 0.860 1.937
S 5.610 -0.406 1.547 -0.419
As 4.084 -1.775 1.799 0.112
S 2.917 -1.950 -0.221 -0.403
S 2.267 -0.646 2.933 -0.478
S 4.365 -3.625 2.647 -0.400
C -1.792 -1.357 -0.440 -1.444
P -0.427 -0.144 -0.395 0.221
C -1.215 1.400 0.121 0.875
C -2.128 2.062 -0.696 -0.544
C -2.739 3.229 -0.254 -0.924
C -2.449 3.730 1.009 -0.525
C -1.560 3.058 1.840 -0.675
C -0.943 1.897 1.397 -0.480
C 0.103 -0.017 -2.117 0.633
C 0.568 -1.197 -2.706 -0.838
C 1.063 -1.180 -3.999 -0.785
C 1.091 0.010 -4.716 -0.581
C 0.626 1.181 -4.137 -0.898
C 0.150 1.174 -2.833 0.380
P -2.361 -1.802 1.299 0.263
C -1.323 -3.299 1.467 0.283
C -0.422 -3.323 2.526 -0.341
C 0.494 -4.361 2.660 -0.393
C 0.488 -5.400 1.746 -0.509
C -0.426 -5.401 0.694 -0.885
C -1.321 -4.353 0.548 -0.151
C -4.048 -2.427 0.913 0.499
C -4.932 -1.589 0.228 -0.410
C -6.233 -1.992 -0.041 -0.669
C -6.681 -3.232 0.394 -0.433
C -5.829 -4.050 1.121 -0.612
C -4.524 -3.649 1.386 -0.427
H -1.456 -2.258 -0.947 0.744
H -2.593 -0.901 -1.017 0.849
H -2.363 1.670 -1.681 0.448
H -3.447 3.741 -0.894 0.465
H -2.921 4.646 1.348 0.429
H -1.350 3.434 2.835 0.447
H -0.262 1.372 2.055 0.307
H 0.559 -2.127 -2.150 0.435
H 1.435 -2.095 -4.444 0.424
H 1.488 0.025 -5.724 0.382
H 0.645 2.109 -4.696 0.448
H -0.201 2.094 -2.385 -0.084
H -0.426 -2.518 3.245 0.319
H 1.224 -4.341 3.458 0.475
H 1.204 -6.208 1.844 0.391
H -0.427 -6.213 -0.024 0.394
H -2.011 -4.349 -0.289 0.536
H -4.609 -0.601 -0.087 0.375
H -6.901 -1.331 -0.582 0.389
H -7.694 -3.554 0.177 0.374
H -6.179 -5.008 1.488 0.386
H -3.874 -4.295 1.962 0.419
C 1.327 4.438 -1.522 -0.926
C 1.880 4.144 -0.123 -0.733
Sb 2.595 2.133 0.212 -0.395
C 4.354 2.144 -1.018 -0.625
C 4.172 1.590 -2.430 -0.908
C 3.621 2.685 2.013 -0.485
C 2.681 3.041 3.168 -0.969
H 1.088 5.501 -1.629 0.423
H 0.403 3.884 -1.709 0.049
H 2.046 4.183 -2.307 0.235
H 1.123 4.342 0.641 0.364
H 2.753 4.765 0.099 0.545
H 5.074 1.549 -0.457 0.322
H 4.704 3.179 -1.036 0.473
H 3.789 0.566 -2.408 0.165
H 5.127 1.574 -2.962 0.407
H 3.477 2.194 -3.016 0.196
H 4.237 3.540 1.729 0.487
H 4.272 1.853 2.267 0.220
H 1.993 3.851 2.904 0.266
H 3.254 3.370 4.039 0.403
H 2.095 2.173 3.473 0.151
```

Results
E: -7879.81539 Ha
E_LUMO: -0.3 eV
Kohn-Sham gap: 7.102 eV

---

No. 2
Computed, not measured: a molecular structure, C31H37CdN6O2, with ωB97M-V with the def2-TZVPD basis set.

The geometry in XYZ format:
```
77
Properties=species:S:1:pos:R:3:mulliken_charge:R:1
Cd 1.345 1.872 0.188 1.541
C 4.380 2.077 -2.140 -1.231
O 3.464 1.383 -1.329 -0.249
C 3.401 -0.002 -1.498 0.947
C 3.957 -0.643 -2.581 -0.443
C 3.863 -2.041 -2.715 -0.955
C 3.195 -2.749 -1.726 -0.617
C 2.614 -2.116 -0.632 -0.328
C 2.685 -0.709 -0.471 0.519
N 2.127 -0.007 0.510 -1.364
N 1.287 -0.738 1.384 -0.333
C 0.762 -0.103 2.470 -0.494
C 0.730 1.293 2.879 0.761
O 1.362 2.319 2.254 -1.152
C -0.051 1.658 3.995 -0.258
C -0.803 0.801 4.765 -1.381
C -0.784 -0.567 4.439 1.623
C -1.551 -1.517 5.169 -0.971
C -1.541 -2.846 4.857 -0.420
C -0.729 -3.304 3.789 -0.922
C 0.018 -2.412 3.068 -0.183
C 0.006 -1.014 3.342 0.418
H 5.368 1.613 -2.103 0.432
H 4.448 3.090 -1.746 0.248
H 4.056 2.118 -3.186 0.395
H 4.471 -0.075 -3.346 0.370
H 4.310 -2.538 -3.567 0.335
H 3.115 -3.830 -1.808 0.429
H 2.084 -2.671 0.130 0.226
H -0.037 2.719 4.229 0.413
H -1.395 1.162 5.599 0.297
H -2.160 -1.154 5.993 0.344
H -2.140 -3.546 5.428 0.376
H -0.693 -4.360 3.547 0.382
H 0.639 -2.749 2.249 0.335
C -1.232 1.292 -2.105 -1.972
C -1.575 0.724 -0.716 0.135
N -1.116 1.630 0.327 0.673
C -1.702 2.967 0.359 -0.753
C -0.661 4.091 0.464 -1.204
N 0.428 3.976 -0.537 -0.233
C 0.034 4.099 -1.946 -0.769
C 0.499 2.916 -2.812 -0.739
N 0.179 1.646 -2.189 0.167
H -1.841 2.174 -2.330 0.490
H -1.507 0.529 -2.839 0.595
H -0.233 -0.582 0.289 -1.360
H -2.665 0.594 -0.686 -0.065
H -1.134 1.188 1.245 -0.147
H -2.366 3.078 1.219 0.405
H -2.325 3.109 -0.525 0.408
H -0.185 4.027 1.445 0.511
H -1.187 5.048 0.377 0.449
H 1.163 4.626 -0.300 0.322
H 0.425 5.023 -2.375 0.534
H -1.054 4.177 -1.994 0.255
H 1.585 2.962 -2.919 0.136
H 0.064 3.041 -3.813 0.383
H 0.744 0.881 -2.533 0.225
C 0.022 -2.231 -2.649 -1.118
C -1.202 -2.560 -1.826 0.267
C -1.927 -3.721 -2.092 -0.830
C -3.037 -4.059 -1.333 -0.831
C -3.426 -3.240 -0.283 -0.978
C -2.724 -2.074 0.012 0.993
C -3.141 -1.211 1.175 -0.978
C -1.618 -1.727 -0.778 0.468
N -0.887 -0.534 -0.510 2.023
H 0.480 -3.145 -3.031 0.476
H 0.770 -1.698 -2.064 -0.256
H -0.238 -1.612 -3.516 0.297
H -1.598 -4.375 -2.893 0.428
H -3.586 -4.971 -1.544 0.387
H -4.273 -3.515 0.338 0.407
H -3.794 -1.765 1.851 0.465
H -3.685 -0.318 0.845 0.259
H -2.280 -0.873 1.753 -0.013
```

Results
E: -1850.22511 Ha
E_LUMO: 2.3 eV
total charge: -1
Kohn-Sham gap: 3.837 eV

---

No. 3
Computed, not measured: a molecular structure, C31H37Cl3GeN3O2Pt, with ωB97M-V with the def2-TZVPD basis set.

The geometry in XYZ format:
```
78
Properties=species:S:1:pos:R:3:lowdin_spin:R:1
Pt 0.004 0.491 0.388 0.019
C 1.854 -3.002 0.375 0.000
C 1.861 -2.368 -1.018 0.000
C 0.439 -2.015 -1.469 0.000
C 2.833 -1.210 -1.231 0.000
C 3.779 -1.381 -2.230 0.000
C 4.798 -0.459 -2.415 0.000
C 4.885 0.648 -1.598 0.000
C 3.935 0.902 -0.611 0.000
C 4.127 2.130 0.254 0.000
C 5.281 1.959 1.247 0.000
C 4.366 3.373 -0.612 0.000
C 2.894 -0.025 -0.453 0.001
N 1.939 0.078 0.621 0.005
C 2.305 -0.207 1.927 0.000
O 3.410 -0.442 2.331 0.001
C 1.092 -0.348 2.836 -0.001
C 1.088 -0.687 4.175 0.001
C -0.135 -0.747 4.835 0.000
C -1.325 -0.477 4.149 0.000
C -1.262 -0.167 2.811 0.000
N -0.063 -0.137 2.218 0.001
C -2.436 0.140 1.910 0.020
O -3.534 0.328 2.340 0.066
N -2.060 0.201 0.546 0.229
C -2.933 0.014 -0.474 0.163
C -2.679 0.676 -1.739 0.079
C -3.599 0.532 -2.737 0.034
C -4.754 -0.252 -2.559 0.188
C -4.953 -0.973 -1.398 -0.004
C -4.039 -0.935 -0.364 0.149
C -4.136 -2.008 0.700 0.013
C -5.451 -1.946 1.482 0.009
C -3.963 -3.382 0.031 0.008
C -1.535 1.640 -1.964 0.003
C -0.783 1.422 -3.271 0.002
C -1.998 3.082 -1.791 0.003
H 1.377 -3.982 0.321 0.000
H 1.294 -2.415 1.103 0.000
H 2.865 -3.141 0.755 0.000
H 2.207 -3.144 -1.705 0.000
H 0.181 -1.076 -0.936 0.000
H -0.307 -2.766 -1.209 0.000
H 0.367 -1.775 -2.529 0.000
H 3.749 -2.275 -2.842 0.000
H 5.544 -0.626 -3.180 0.000
H 5.713 1.332 -1.721 0.000
H 3.218 2.269 0.843 0.000
H 6.219 1.816 0.706 0.000
H 5.134 1.105 1.903 0.000
H 5.391 2.853 1.863 0.000
H 5.368 3.355 -1.040 0.000
H 4.296 4.277 -0.004 0.000
H 3.660 3.451 -1.438 0.000
H 2.036 -0.878 4.660 0.000
H -0.170 -0.994 5.888 0.000
H -2.296 -0.503 4.626 0.000
H -3.465 1.052 -3.677 0.000
H -5.467 -0.327 -3.370 0.008
H -5.804 -1.637 -1.328 -0.002
H -3.303 -1.902 1.391 0.000
H -6.303 -2.047 0.809 0.000
H -5.565 -1.020 2.039 0.000
H -5.493 -2.780 2.182 0.001
H -4.783 -3.595 -0.655 0.000
H -3.964 -4.156 0.798 0.001
H -3.027 -3.456 -0.526 0.000
H -0.785 1.416 -1.128 0.000
H -1.387 1.775 -4.107 0.000
H -0.546 0.372 -3.441 0.000
H 0.140 2.001 -3.275 0.000
H -2.815 3.247 -2.496 0.000
H -1.205 3.785 -2.028 0.000
H -2.384 3.286 -0.793 0.000
Cl 1.585 2.822 3.012 0.000
Ge 0.262 2.701 1.387 0.001
Cl 0.869 3.905 -0.202 0.001
Cl -1.655 3.227 2.102 0.000
```

Results
E: -5094.57242 Ha
E_LUMO (spin up / spin down): -8.4 / -9.0 eV
total charge: +2
Kohn-Sham gap (spin up / spin down): 5.511 / 4.936 eV
spin multiplicity: 2

---

No. 4
Computed, not measured: a molecular structure, C31H37ClMnN3OP2, with ωB97M-V with the def2-TZVPD basis set.

The geometry in XYZ format:
```
76
Properties=species:S:1:pos:R:3:lowdin_spin:R:1
Mn -0.022 -0.257 1.011 4.696
Cl -0.761 1.602 2.700 0.042
C -2.266 2.301 2.136 0.003
C -2.938 3.103 3.044 0.001
C -4.143 3.670 2.675 0.000
C -4.671 3.428 1.412 0.001
C -3.987 2.619 0.526 0.001
C -2.761 2.041 0.867 0.003
P -1.902 0.977 -0.334 0.029
C -1.386 2.100 -1.659 0.005
C -0.959 1.545 -2.868 0.002
C -0.499 2.362 -3.887 0.000
C -0.440 3.739 -3.701 0.002
C -0.852 4.295 -2.498 0.000
C -1.329 3.479 -1.478 0.002
C -3.252 -0.036 -1.008 0.003
C -3.757 -1.053 -0.195 0.001
C -4.828 -1.823 -0.628 0.000
C -5.388 -1.595 -1.878 0.001
C -4.887 -0.587 -2.691 0.000
C -3.824 0.195 -2.257 0.001
H -2.519 3.274 4.027 0.000
H -4.676 4.297 3.379 0.000
H -5.618 3.865 1.124 0.000
H -4.403 2.420 -0.456 0.000
H -0.999 0.470 -3.017 0.000
H -0.182 1.925 -4.827 0.000
H -0.077 4.378 -4.496 0.000
H -0.811 5.367 -2.351 0.000
H -1.658 3.924 -0.546 0.000
H -3.317 -1.239 0.777 0.000
H -5.227 -2.600 0.014 0.000
H -6.221 -2.201 -2.217 0.000
H -5.327 -0.402 -3.662 0.000
H -3.450 0.989 -2.891 0.000
N -1.361 -4.215 1.094 0.005
C -0.786 -3.128 1.609 0.012
O -0.947 -2.007 1.000 0.077
C -0.019 -3.221 2.791 0.006
C 0.520 -1.986 3.175 0.022
N 0.906 -0.894 3.273 0.024
C 0.180 -4.453 3.462 0.001
N 0.291 -5.498 3.941 0.002
H -1.871 -4.127 0.233 0.000
H -1.263 -5.114 1.536 0.000
C 2.126 0.922 -1.770 0.007
C 3.230 0.407 -0.845 0.004
C 4.331 -0.295 -1.644 0.001
P 2.500 -0.541 0.573 0.021
C 3.629 -0.191 1.988 0.003
C 5.122 -0.226 1.661 0.000
C 3.266 1.178 2.585 0.002
C 2.498 -2.369 0.251 0.004
C 3.829 -3.116 0.294 0.001
C 1.709 -2.679 -1.033 0.004
H 2.549 1.563 -2.549 0.000
H 1.388 1.509 -1.227 0.004
H 1.606 0.100 -2.268 0.001
H 3.673 1.274 -0.348 0.000
H 3.939 -1.149 -2.201 0.000
H 5.148 -0.643 -1.016 0.000
H 4.745 0.404 -2.377 0.000
H 3.392 -0.960 2.721 0.000
H 5.392 0.596 0.995 0.000
H 5.447 -1.159 1.205 0.000
H 5.687 -0.092 2.584 0.000
H 3.407 1.983 1.856 0.000
H 3.924 1.392 3.430 0.000
H 2.241 1.199 2.942 0.001
H 1.904 -2.737 1.093 0.001
H 4.517 -2.786 -0.483 0.000
H 3.643 -4.182 0.142 0.000
H 4.318 -3.008 1.263 0.000
H 2.240 -2.352 -1.930 0.000
H 0.729 -2.214 -1.034 0.003
H 1.560 -3.757 -1.117 0.000
```

Results
E: -3736.76316 Ha
E_LUMO (spin up / spin down): -2.3 / -2.8 eV
total charge: +1
Kohn-Sham gap (spin up / spin down): 8.616 / 8.244 eV
spin multiplicity: 6

---

No. 5
Computed, not measured: a molecular structure, C31H37IrN8O2 in a non-equilibrium geometry, with ωB97M-V with the def2-TZVPD basis set.

The geometry in XYZ format:
```
79
Properties=species:S:1:pos:R:3:lowdin_spin:R:1
Ir 1.485 -1.232 -0.313 0.002
N 1.943 0.802 1.132 0.002
C 1.709 0.526 2.550 0.000
C 2.328 -0.828 2.878 0.000
N 1.774 -1.897 1.998 0.000
C 0.379 -2.152 2.431 0.001
C -0.349 -3.004 1.427 0.000
N -0.259 -2.340 0.094 0.001
C 2.602 -3.119 2.033 0.000
C 3.372 -3.264 0.742 0.000
N 2.428 -3.051 -0.400 0.000
H 2.888 1.139 0.996 0.000
H 1.332 1.544 0.806 0.000
H 0.635 0.515 2.719 0.000
H 2.128 1.296 3.199 0.000
H 2.138 -1.079 3.926 0.000
H 3.412 -0.808 2.751 0.000
H -0.132 -1.194 2.489 0.001
H 0.346 -2.608 3.426 0.000
H -1.388 -3.127 1.731 0.000
H 0.068 -4.008 1.331 0.000
H -0.999 -1.630 0.055 0.000
H -0.440 -3.021 -0.638 0.000
H 1.954 -3.984 2.181 0.000
H 3.287 -3.116 2.882 0.000
H 3.843 -4.247 0.688 0.000
H 4.158 -2.522 0.659 0.000
H 1.747 -3.809 -0.385 0.000
H 2.927 -3.122 -1.286 0.000
C 0.116 -1.482 -4.363 0.000
C 1.195 -0.988 -5.074 0.000
C 2.381 -0.743 -4.400 0.000
C 2.455 -1.001 -3.045 0.000
N 1.397 -1.469 -2.343 0.000
C 0.250 -1.682 -3.006 0.000
C 3.662 -0.742 -2.243 0.000
C 4.934 -0.678 -2.786 0.000
C 6.013 -0.401 -1.962 0.000
C 5.772 -0.194 -0.612 0.000
C 4.480 -0.306 -0.139 0.000
N 3.428 -0.588 -0.922 0.000
H -0.829 -1.695 -4.843 0.000
H 1.114 -0.781 -6.133 0.000
H 3.232 -0.328 -4.919 0.000
H -0.592 -2.033 -2.429 0.000
H 5.077 -0.847 -3.844 0.000
H 7.016 -0.350 -2.364 0.000
H 6.572 0.037 0.077 0.000
H 4.289 -0.186 0.917 0.000
O 0.019 0.673 -1.539 0.002
C -0.903 0.928 -0.751 0.005
N -1.934 1.776 -1.000 0.017
C -2.830 1.921 0.124 0.077
C -1.989 0.890 1.193 0.077
O -2.322 0.744 2.328 0.093
N -0.966 0.374 0.495 0.049
C -4.141 1.264 -0.018 0.131
C -5.003 1.256 1.114 0.118
C -6.295 0.794 1.002 0.000
C -6.727 0.272 -0.214 0.155
C -5.868 0.233 -1.330 0.049
C -4.581 0.696 -1.231 0.045
C -2.887 3.305 0.696 0.042
C -1.750 3.860 1.293 0.014
C -1.803 5.116 1.859 0.013
C -2.994 5.845 1.827 0.042
C -4.116 5.322 1.206 -0.001
C -4.064 4.060 0.633 0.045
H -1.924 2.405 -1.787 0.000
H -4.610 1.581 2.069 0.005
H -6.957 0.809 1.856 -0.002
H -7.726 -0.137 -0.302 0.007
H -6.245 -0.139 -2.273 0.001
H -3.929 0.698 -2.093 0.000
H -0.826 3.293 1.329 0.000
H -0.930 5.535 2.340 0.000
H -3.033 6.828 2.277 0.002
H -5.026 5.903 1.147 0.000
H -4.920 3.691 0.082 0.003
```

Results
E: -1895.48632 Ha
E_LUMO (spin up / spin down): -8.7 / -10.8 eV
total charge: +3
Kohn-Sham gap (spin up / spin down): 7.072 / 4.917 eV
spin multiplicity: 2

---

No. 6
Computed, not measured: a molecular structure, C31H37IrNOPSe2 in a non-equilibrium geometry, with ωB97M-V with the def2-TZVPD basis set.

The geometry in XYZ format:
```
74
Properties=species:S:1:pos:R:3:lowdin_spin:R:1
Ir -0.840 -1.000 -0.494 2.227
C 0.086 -0.998 -4.062 0.038
Se -1.402 -1.486 -2.901 0.210
C -0.864 -3.436 -2.766 0.016
C 0.328 -3.735 -1.904 0.020
Se 0.108 -3.188 0.048 0.223
C -1.231 -4.670 0.834 0.057
H -0.244 -1.239 -5.090 0.009
H 0.945 -1.632 -3.817 0.000
H 0.284 0.100 -4.003 0.001
H -0.863 -3.756 -3.822 0.002
H -1.764 -3.819 -2.307 0.000
H 1.249 -3.277 -2.190 0.000
H 0.538 -4.802 -1.772 0.003
H -0.576 -5.140 1.553 0.005
H -1.758 -5.260 0.074 0.002
H -1.918 -4.028 1.420 0.002
C -2.800 2.692 -2.446 0.002
N -3.420 2.331 -1.176 0.030
C -4.689 2.968 -0.890 0.003
C -2.682 1.565 -0.165 0.055
C -3.406 0.230 0.223 0.186
C -4.658 0.284 0.867 -0.010
C -5.449 -0.885 0.882 0.162
C -4.909 -2.104 0.395 0.045
C -3.580 -2.188 -0.033 0.101
C -2.789 -1.031 -0.080 0.288
H -2.338 3.696 -2.404 0.001
H -3.544 2.637 -3.292 0.000
H -1.972 2.030 -2.779 0.000
H -4.708 4.055 -1.218 0.001
H -4.850 2.913 0.220 0.000
H -5.515 2.467 -1.392 0.000
H -2.401 2.162 0.728 0.002
H -1.727 1.245 -0.641 0.028
H -5.073 1.207 1.277 -0.002
H -6.452 -0.817 1.298 0.007
H -5.566 -2.986 0.308 0.001
H -3.198 -3.133 -0.364 0.005
O 0.788 0.120 -0.402 0.196
P 1.907 0.624 0.487 0.030
C 3.175 -0.622 0.892 0.003
C 3.436 -0.974 2.226 0.001
C 4.224 -2.101 2.544 0.000
C 4.534 -2.997 1.541 0.000
C 4.186 -2.704 0.203 0.001
C 3.583 -1.486 -0.091 0.001
C 2.810 2.013 -0.158 0.003
C 2.119 2.905 -0.937 0.000
C 2.810 3.865 -1.623 0.000
C 4.216 3.860 -1.670 0.000
C 4.925 3.047 -0.798 0.000
C 4.213 2.118 -0.049 0.001
C 1.314 1.181 2.119 0.004
C 1.637 2.454 2.597 0.001
C 1.142 2.842 3.854 0.000
C 0.287 2.074 4.582 0.001
C -0.144 0.852 4.075 0.002
C 0.321 0.471 2.809 0.014
H 3.100 -0.294 3.007 0.000
H 4.648 -2.236 3.535 0.000
H 5.077 -3.902 1.726 0.000
H 4.531 -3.302 -0.598 0.000
H 3.299 -1.290 -1.107 0.000
H 1.031 2.841 -1.004 0.000
H 2.291 4.555 -2.260 0.000
H 4.735 4.504 -2.390 0.000
H 6.018 3.044 -0.784 0.000
H 4.742 1.457 0.602 0.000
H 2.338 3.083 2.057 0.000
H 1.426 3.798 4.312 0.000
H -0.050 2.439 5.571 0.000
H -0.824 0.195 4.638 0.000
H -0.195 -0.406 2.369 0.016
```

Results
E: -6581.31196 Ha
E_LUMO (spin up / spin down): -5.0 / -8.4 eV
total charge: +2
Kohn-Sham gap (spin up / spin down): 7.731 / 4.257 eV
spin multiplicity: 5